<1>
A gas-phase ion, C4H10NS (charge -1), computed with ωB97M-V/def2-TZVPD.

XYZ file:
```
16
C4H10NS (ωB97M-V/def2-TZVPD)
C -1.272 0.613 0.374
C -1.982 -0.247 -0.693
S -3.795 -0.125 -0.568
C 0.216 0.670 0.202
N 0.945 -0.596 0.404
C 2.306 -0.596 -0.045
H -1.602 0.263 1.350
H -1.703 1.612 0.242
H -1.559 -0.010 -1.671
H -1.767 -1.299 -0.474
H 0.727 1.436 0.820
H 0.444 0.944 -0.837
H 0.952 -0.797 1.393
H 2.355 -0.457 -1.130
H 2.934 0.146 0.506
H 2.801 -1.555 0.128
```

Properties
- net charge = -1
- multiplicity = 1
- orbital gap (eV) = 5.55
- SMILES = CNCCC[S-]
- HOMO level (hartree) = -0.0762

For each atom in turn, the Löwdin charge in e is:
1. C -0.33
2. C -0.82
3. S 0.03
4. C -0.28
5. N -0.14
6. C -0.19
7. H 0.08
8. H 0.08
9. H 0.03
10. H 0.02
11. H 0.10
12. H 0.10
13. H 0.10
14. H 0.07
15. H 0.07
16. H 0.06

<2>
A gas-phase ion, C4H10NS (charge -1), computed with ωB97M-V/def2-TZVPD.

XYZ file:
```
16
C4H10NS (ωB97M-V/def2-TZVPD)
C 0.407 1.142 -0.382
N -0.363 0.020 -0.019
C 0.161 -1.328 -0.424
C -0.056 -2.320 0.767
S -0.301 -3.946 0.150
C -0.163 2.582 -0.086
H 0.546 0.956 -1.460
H 1.478 1.031 0.018
H -0.915 -0.026 0.860
H -0.463 -1.639 -1.342
H 1.228 -1.380 -0.723
H 0.880 -2.184 1.362
H -1.011 -1.962 1.258
H -1.327 2.568 -0.275
H 0.101 3.533 -0.627
H -0.201 2.953 0.924
```

Properties
- net charge = -1
- multiplicity = 1
- orbital gap (eV) = 5.70
- SMILES = CCNCC[S-]
- HOMO level (hartree) = -0.0825

For each atom in turn, the Löwdin charge in e is:
1. C -0.35
2. N -0.15
3. C -0.35
4. C -0.87
5. S 0.09
6. C -0.12
7. H 0.10
8. H 0.11
9. H 0.10
10. H 0.09
11. H 0.09
12. H 0.04
13. H 0.03
14. H 0.09
15. H 0.06
16. H 0.03

<3>
A gas-phase ion, C4H10NS (charge -1), computed with ωB97M-V/def2-TZVPD.

XYZ file:
```
16
C4H10NS (ωB97M-V/def2-TZVPD)
C 1.731 1.251 -0.333
N 0.773 0.211 -0.743
C -0.125 -0.266 0.301
C -0.553 -1.732 -0.143
S -0.519 -2.755 1.445
C -1.446 0.522 0.537
H 2.348 1.370 -1.232
H 1.367 2.268 -0.105
H 2.409 0.795 0.383
H 0.299 0.528 -1.580
H 0.423 -0.329 1.228
H -1.594 -1.980 -0.348
H 0.120 -1.962 -0.965
H -2.082 -0.002 1.250
H -2.040 0.524 -0.384
H -1.110 1.559 0.689
```

Properties
- net charge = -1
- multiplicity = 1
- orbital gap (eV) = 5.78
- SMILES = CN[C@@H](C)C[S-]
- HOMO level (hartree) = -0.0766

For each atom in turn, the Löwdin charge in e is:
1. C -0.15
2. N -0.12
3. C -0.52
4. C -0.67
5. S 0.01
6. C -0.09
7. H 0.06
8. H 0.06
9. H 0.07
10. H 0.10
11. H 0.07
12. H -0.01
13. H 0.03
14. H 0.06
15. H 0.06
16. H 0.06

Verdict on stability: <2> comes out at the bottom.

<1>
2 unconnected molecules or ions with the total composition C2H7N, computed with ωB97M-V/def2-TZVPD.

XYZ file:
```
10
C2H7N (ωB97M-V/def2-TZVPD)
C 0.118 -0.505 -1.180
C 1.007 0.147 -0.242
N 0.959 1.360 0.170
H -0.507 -0.030 -1.915
H 0.414 -1.521 -1.320
H -0.316 -0.414 -0.084
H -2.168 0.075 1.998
H 1.783 -0.538 0.166
H -1.966 -0.037 1.284
H 0.676 1.462 1.123
```

Properties
- multiplicity = 1
- orbital gap (eV) = 9.32
- SMILES = [H]/N=C/C.[H][H]
- HOMO level (hartree) = -0.3005

For each atom in turn, the Löwdin charge in e is:
1. C -0.02
2. C -0.42
3. N 0.00
4. H 0.09
5. H 0.07
6. H 0.09
7. H 0.04
8. H 0.12
9. H 0.01
10. H 0.03

<2>
A molecular structure, C2H7N, computed with ωB97M-V/def2-TZVPD.

XYZ file:
```
10
C2H7N (ωB97M-V/def2-TZVPD)
C 1.118 0.278 0.162
C -1.138 -0.418 -0.380
H 1.365 -0.129 1.117
H 1.946 0.809 0.108
H 1.201 -0.593 -0.978
H -0.460 1.007 1.140
H -0.949 -1.331 0.326
H -2.229 0.386 -0.313
H -0.686 -0.693 -1.213
N -0.168 0.685 0.029
```

Properties
- multiplicity = 1
- orbital gap (eV) = 9.88
- HOMO level (hartree) = -0.3233

For each atom in turn, the Löwdin charge in e is:
1. C -0.24
2. C -0.14
3. H 0.06
4. H 0.00
5. H 0.19
6. H 0.18
7. H 0.09
8. H 0.18
9. H -0.04
10. N -0.28

Verdict on stability: <2> comes out at the bottom.

<1>
2 unconnected molecules or ions with the total composition C2H7N, computed with ωB97M-V/def2-TZVPD.

XYZ file:
```
10
C2H7N (ωB97M-V/def2-TZVPD)
C -1.097 -0.454 -0.216
N -1.392 0.756 0.152
C 1.453 0.258 0.183
H -1.178 -1.307 0.485
H -1.180 -0.678 -1.300
H -2.392 0.334 0.171
H 0.808 1.099 -0.005
H 2.511 0.518 0.138
H 1.210 -0.214 1.127
H 1.256 -0.313 -0.735
```

Properties
- multiplicity = 1
- orbital gap (eV) = 8.24
- SMILES = C=N.C
- HOMO level (hartree) = -0.3000

For each atom in turn, the Löwdin charge in e is:
1. C -0.20
2. N -0.09
3. C -0.07
4. H 0.08
5. H 0.09
6. H 0.10
7. H -0.01
8. H 0.03
9. H 0.03
10. H 0.03

<2>
2 unconnected molecules or ions with the total composition C2H7N, computed with ωB97M-V/def2-TZVPD.

XYZ file:
```
10
C2H7N (ωB97M-V/def2-TZVPD)
C -4.246 0.321 -1.369
H -3.200 0.010 -1.315
H -4.786 0.206 -0.434
H -4.291 1.351 -1.687
H -4.653 -0.312 -2.156
C 4.132 -0.357 1.760
N 3.996 0.160 0.622
H 3.446 -0.059 2.551
H 4.886 -1.111 2.021
H 4.716 -0.209 0.006
```

Properties
- multiplicity = 1
- orbital gap (eV) = 11.56
- SMILES = C=N.C
- HOMO level (hartree) = -0.3790

For each atom in turn, the Löwdin charge in e is:
1. C -0.05
2. H 0.02
3. H 0.01
4. H 0.01
5. H 0.01
6. C -0.16
7. N 0.01
8. H 0.05
9. H 0.06
10. H 0.03

Verdict on stability: <1> comes out at the bottom.

<1>
2 unconnected molecules or ions with the total composition C4H10OS, computed with ωB97M-V/def2-TZVPD.

XYZ file:
```
16
C4H10OS (ωB97M-V/def2-TZVPD)
C -0.909 -1.170 -0.567
C -0.260 1.574 -0.959
C -1.471 -0.071 0.486
C -0.824 1.210 0.141
O -1.292 -0.464 1.778
S 3.180 -0.750 -0.021
H -1.546 -2.031 -0.702
H 0.131 -1.376 -0.308
H -0.863 -0.618 -1.534
H 0.052 2.586 -1.101
H -0.106 0.984 -1.828
H 4.100 -1.739 0.238
H -2.491 0.042 0.319
H -0.921 1.960 0.951
H -0.382 -0.168 2.116
H 3.602 0.033 0.991
```

Properties
- multiplicity = 1
- orbital gap (eV) = 10.26
- SMILES = C=C[C@@H](C)O.S
- HOMO level (hartree) = -0.3531

For each atom in turn, the Löwdin charge in e is:
1. C -0.02
2. C 0.00
3. C -0.46
4. C -0.16
5. O -0.04
6. S 0.45
7. H 0.06
8. H 0.04
9. H 0.05
10. H 0.06
11. H 0.05
12. H -0.20
13. H 0.12
14. H 0.12
15. H 0.14
16. H -0.22

<2>
2 unconnected molecules or ions with the total composition C4H10OS, computed with ωB97M-V/def2-TZVPD.

XYZ file:
```
16
C4H10OS (ωB97M-V/def2-TZVPD)
C -3.371 0.328 0.400
C 2.412 0.787 -0.755
C 1.386 0.725 0.407
C 1.061 -0.264 1.154
O -1.414 -1.821 -0.417
S -1.765 -0.067 -0.010
H -4.126 -0.218 -0.078
H -3.424 0.320 1.465
H 2.981 1.677 -0.551
H 2.991 -0.100 -0.625
H 2.052 0.762 -1.820
H -0.899 -2.060 0.272
H 0.749 1.585 0.392
H 1.642 -1.205 1.244
H 0.190 -0.059 1.746
H -1.677 0.049 -1.393
```

Properties
- multiplicity = 1
- orbital gap (eV) = 9.31
- HOMO level (hartree) = -0.3227

For each atom in turn, the Löwdin charge in e is:
1. C -0.36
2. C -0.08
3. C -0.28
4. C -0.09
5. O -0.36
6. S 0.91
7. H -0.03
8. H -0.03
9. H 0.06
10. H 0.05
11. H 0.09
12. H -0.08
13. H 0.08
14. H 0.09
15. H 0.03
16. H 0.02

Verdict on stability: <2> comes out at the bottom.

<1>
2 unconnected molecules or ions with the total composition C4H10OS, computed with ωB97M-V/def2-TZVPD.

XYZ file:
```
16
C4H10OS (ωB97M-V/def2-TZVPD)
S 1.240 -1.484 0.212
C -0.389 -0.650 0.496
C 1.942 -0.137 -0.630
C -0.412 0.611 -0.453
C 1.025 1.066 -0.609
H -1.086 -1.412 0.099
H -0.718 -0.395 1.522
H 2.968 0.143 -0.323
H 1.987 -0.477 -1.683
H -0.782 0.473 -1.487
H -1.064 1.356 0.042
H 1.317 1.702 0.249
H 1.243 1.631 -1.536
O -2.233 -0.866 1.716
H -2.951 -0.222 1.518
H -2.087 -1.341 0.867
```

Properties
- multiplicity = 1
- orbital gap (eV) = 8.76
- SMILES = C1CCSC1.O
- HOMO level (hartree) = -0.2972

For each atom in turn, the Löwdin charge in e is:
1. S 0.85
2. C -0.47
3. C -0.58
4. C -0.22
5. C -0.28
6. H 0.05
7. H 0.07
8. H 0.08
9. H 0.07
10. H 0.12
11. H 0.11
12. H 0.12
13. H 0.12
14. O -0.12
15. H 0.09
16. H 0.02

<2>
A single C4H10OS molecule, computed with ωB97M-V/def2-TZVPD.

XYZ file:
```
16
C4H10OS (ωB97M-V/def2-TZVPD)
C 2.343 0.906 0.608
O 1.549 0.855 1.814
C 1.451 0.686 -0.612
C 0.394 -0.396 -0.383
C -1.027 0.117 -0.791
S -2.292 -1.157 -0.491
H 2.934 -0.011 0.728
H 2.975 1.786 0.522
H 1.977 1.395 2.491
H 1.014 1.654 -0.879
H 2.054 0.396 -1.471
H 0.643 -1.333 -0.847
H 0.248 -0.568 0.683
H -0.897 0.229 -1.856
H -1.210 1.020 -0.224
H -3.058 -0.383 0.287
```

Properties
- multiplicity = 1
- orbital gap (eV) = 9.67
- SMILES = OCCCCS
- HOMO level (hartree) = -0.3244

For each atom in turn, the Löwdin charge in e is:
1. C -0.24
2. O -0.10
3. C -0.20
4. C -0.28
5. C -0.57
6. S 0.69
7. H 0.11
8. H 0.11
9. H 0.08
10. H 0.11
11. H 0.11
12. H 0.10
13. H 0.09
14. H 0.06
15. H 0.08
16. H -0.16

<3>
2 unconnected molecules or ions with the total composition C4H10OS, computed with ωB97M-V/def2-TZVPD.

XYZ file:
```
16
C4H10OS (ωB97M-V/def2-TZVPD)
C -2.995 -2.043 -2.085
S -2.517 -0.612 -1.114
C -0.716 -0.435 -1.532
H -2.098 -2.514 -2.633
H -3.300 -2.775 -1.192
H -3.714 -1.727 -2.907
H -0.120 0.237 -0.883
H -0.669 0.130 -2.531
H -0.170 -1.385 -1.703
O 2.828 2.745 0.971
C 2.788 2.243 2.147
C 1.965 1.027 2.588
H 3.326 3.071 2.721
H 1.888 0.940 3.652
H 0.954 0.943 2.286
H 2.550 0.155 2.215
```

Properties
- multiplicity = 1
- orbital gap (eV) = 9.20
- SMILES = CC=O.CSC
- HOMO level (hartree) = -0.3082

For each atom in turn, the Löwdin charge in e is:
1. C -0.49
2. S 0.67
3. C -0.43
4. H 0.05
5. H 0.06
6. H 0.04
7. H 0.02
8. H 0.04
9. H 0.03
10. O -0.05
11. C -0.24
12. C -0.05
13. H 0.13
14. H 0.06
15. H 0.06
16. H 0.10

Verdict on stability: <3> comes out at the bottom.

<1>
2 unconnected molecules or ions with the total composition CH2F3N, computed with ωB97M-V/def2-TZVPD.

XYZ file:
```
7
CH2F3N (ωB97M-V/def2-TZVPD)
C -0.654 0.193 -0.286
N 0.597 -1.612 -1.968
F -0.319 1.292 -0.986
F -0.370 -1.505 -2.871
F 0.406 -2.611 -1.128
H -0.006 -0.427 0.405
H -1.632 -0.235 -0.493
```

Properties
- multiplicity = 1
- orbital gap (spin up / spin down) (eV) = 8.05 / 11.20
- HOMO level (spin up / spin down) (hartree) = -0.3164 / -0.3955

For each atom in turn, the Löwdin charge in e is:
1. C -0.06
2. N 0.02
3. F -0.05
4. F -0.02
5. F -0.02
6. H 0.07
7. H 0.05

<2>
A single CH2F3N molecule, computed with ωB97M-V/def2-TZVPD.

XYZ file:
```
7
CH2F3N (ωB97M-V/def2-TZVPD)
C -0.474 -1.463 -0.371
N -0.185 -0.182 0.119
F 0.506 -1.909 -1.217
F -0.463 -2.293 0.650
F -1.668 -1.684 -1.024
H -0.709 0.035 0.981
H -0.192 0.706 -0.421
```

Properties
- multiplicity = 1
- orbital gap (eV) = 12.19
- SMILES = NC(F)(F)F
- HOMO level (hartree) = -0.4163

For each atom in turn, the Löwdin charge in e is:
1. C -0.71
2. N 0.14
3. F 0.10
4. F 0.14
5. F 0.09
6. H 0.11
7. H 0.12

Verdict on stability: <1> comes out at the bottom.